A | Entry from the OMol25 dataset: a structure of composition C41H108N4O13 (the ωB97M-V functional and the def2-TZVPD basis).

Its HOMO-LUMO gap is 7.42 eV. For the LUMO energy, the calculation gives 0.220 eV.

Cartesian coordinates (Å):
C  -2.02  4.64  -3.18
C  -2.97  4.88  -1.96
C  -3.61  6.27  -2.12
O  -4.05  4.00  -2.09
H  -2.43  4.91  -4.16
H  -1.82  3.57  -3.16
H  -1.15  5.23  -2.90
H  -2.48  4.79  -0.99
H  -2.90  7.05  -1.85
H  -4.46  6.41  -1.46
H  -3.94  6.53  -3.13
H  -4.72  4.22  -1.44
C  -5.63  3.07  3.42
C  -6.90  2.37  3.04
C  -6.87  1.94  1.56
O  -7.05  1.24  3.83
H  -5.44  3.97  2.83
H  -4.77  2.40  3.38
H  -5.64  3.43  4.45
H  -7.76  3.01  3.24
H  -7.82  1.55  1.21
H  -6.21  1.08  1.51
H  -6.47  2.68  0.87
H  -6.26  0.70  3.72
C  -6.13  7.47  3.86
C  -7.29  6.57  3.39
C  -6.96  5.13  3.85
O  -8.52  6.90  3.94
H  -5.18  7.14  3.44
H  -6.01  7.46  4.94
H  -6.27  8.50  3.53
H  -7.35  6.61  2.31
H  -7.02  5.08  4.94
H  -5.93  4.91  3.55
H  -7.55  4.29  3.50
H  -8.76  7.71  3.49
C  -9.90  3.04  -1.14
C  -8.66  2.53  -0.29
C  -7.39  2.42  -1.10
O  -8.33  3.37  0.74
H  -10.82  3.08  -0.56
H  -10.13  2.43  -2.02
H  -9.78  4.08  -1.43
H  -8.84  1.55  0.13
H  -6.49  2.27  -0.51
H  -7.20  3.42  -1.50
H  -7.44  1.68  -1.89
H  -8.06  4.23  0.41
C  -5.79  6.07  -3.18
C  -5.98  7.32  -2.42
C  -7.03  8.21  -3.07
O  -6.20  6.96  -1.07
H  -5.33  5.28  -2.58
H  -5.05  6.18  -3.98
H  -6.74  5.73  -3.59
H  -5.04  7.87  -2.37
H  -6.87  8.24  -4.15
H  -6.90  9.19  -2.62
H  -8.03  7.88  -2.78
H  -6.33  7.75  -0.54
C  -2.42  5.06  3.61
C  -3.61  5.78  2.97
C  -3.61  7.31  3.27
O  -3.58  5.64  1.62
H  -2.53  3.98  3.46
H  -2.30  5.30  4.67
H  -1.48  5.31  3.14
H  -4.56  5.41  3.35
H  -4.44  7.79  2.75
H  -2.67  7.72  2.89
H  -3.68  7.58  4.32
H  -3.68  4.73  1.34
C  -2.06  -0.88  2.54
C  -1.88  0.24  1.52
C  -1.56  1.63  2.19
O  -0.78  -0.03  0.63
H  -2.51  -1.78  2.12
H  -2.71  -0.63  3.39
H  -1.11  -1.14  3.00
H  -2.79  0.42  0.94
H  -0.58  1.60  2.66
H  -2.21  1.90  3.02
H  -1.57  2.44  1.45
H  -0.60  0.73  0.08
C  -7.93  6.08  -1.81
O  -7.88  5.41  -0.54
C  -8.40  6.24  0.51
C  -8.84  5.39  1.69
N  -10.06  4.60  1.46
C  -10.35  3.69  2.57
C  -11.48  2.75  2.28
O  -12.69  3.52  2.03
C  -13.79  2.73  1.62
H  -7.55  5.39  -2.56
H  -7.37  7.01  -1.83
H  -8.94  6.33  -2.13
H  -9.18  6.91  0.15
H  -7.56  6.88  0.80
H  -8.87  6.08  2.53
H  -8.03  4.69  1.91
H  -9.92  4.08  0.60
H  -10.48  4.24  3.50
H  -9.49  3.03  2.68
H  -11.74  2.15  3.15
H  -11.23  2.05  1.48
H  -13.98  1.86  2.25
H  -13.53  2.39  0.62
H  -14.61  3.44  1.76
C  -5.65  3.23  -2.83
O  -7.03  3.23  -3.14
C  -7.53  4.46  -3.64
C  -9.11  4.51  -3.67
N  -9.66  3.61  -4.66
C  -11.14  3.53  -4.66
C  -11.86  4.80  -5.35
O  -11.50  4.98  -6.69
C  -11.17  3.81  -7.46
H  -5.48  3.57  -1.81
H  -5.00  3.70  -3.57
H  -5.28  2.21  -2.72
H  -7.16  4.77  -4.62
H  -7.17  5.26  -3.00
H  -9.33  5.55  -3.90
H  -9.51  4.27  -2.69
H  -9.24  2.70  -4.56
H  -11.58  3.40  -3.67
H  -11.49  2.70  -5.27
H  -11.48  5.71  -4.88
H  -12.95  4.78  -5.28
H  -11.95  3.06  -7.33
H  -10.19  3.42  -7.19
H  -11.19  4.07  -8.52
C  -6.46  5.25  1.29
C  -5.41  5.01  0.17
C  -4.56  3.78  0.41
O  -3.88  3.75  1.69
C  -2.92  2.70  1.80
N  -5.93  4.85  -1.21
H  -6.03  5.41  2.28
H  -7.05  4.33  1.34
H  -7.14  6.09  1.18
H  -4.79  5.90  0.13
H  -3.76  3.78  -0.33
H  -5.07  2.83  0.23
H  -2.47  2.66  2.80
H  -2.13  2.93  1.09
H  -3.26  1.68  1.63
H  -6.30  5.75  -1.49
H  -6.75  4.27  -1.29
C  -5.19  7.72  0.65
C  -6.53  8.49  0.36
C  -6.69  9.81  1.12
O  -7.07  9.65  2.45
C  -7.60  10.74  3.19
N  -6.35  8.78  -1.06
H  -5.30  7.16  1.57
H  -4.36  8.41  0.72
H  -4.86  6.99  -0.08
H  -7.45  7.93  0.54
H  -7.45  10.31  0.52
H  -5.82  10.46  0.99
H  -6.87  11.54  3.34
H  -7.83  10.41  4.21
H  -8.54  11.11  2.78
H  -5.38  9.04  -1.19
H  -6.80  9.66  -1.27

B | Entry from the OMol25 dataset: a cluster of 11 separate species, C41H108N4O13 in total (the ωB97M-V functional and the def2-TZVPD basis).

Its HOMO-LUMO gap is 9.29 eV. For the LUMO energy, the calculation gives 0.500 eV. As for the structure (SMILES): COC[C@H](C)N.COC[C@H](C)N.COCCNCCOC.COCCNCCOC.CC(C)O.CC(C)O.CC(C)O.CC(C)O.CC(C)O.CC(C)O.CC(C)O.

Cartesian coordinates (Å):
C  -26.88  -12.58  -24.67
O  -27.78  -11.60  -25.20
C  -28.32  -11.80  -26.51
C  -29.13  -13.06  -26.85
C  -29.37  -13.11  -28.39
N  -30.42  -13.11  -26.12
H  -26.43  -12.23  -23.74
H  -26.09  -12.90  -25.35
H  -27.33  -13.53  -24.40
H  -29.04  -10.99  -26.66
H  -27.45  -11.71  -27.16
H  -28.40  -13.84  -26.61
H  -29.10  -12.13  -28.80
H  -30.40  -13.26  -28.71
H  -28.66  -13.76  -28.89
H  -30.31  -12.41  -25.40
H  -31.04  -12.59  -26.72
C  -20.42  -14.46  -22.50
O  -19.04  -14.87  -22.39
C  -18.86  -16.23  -22.97
C  -17.62  -16.49  -23.90
C  -16.26  -16.09  -23.19
N  -17.76  -15.70  -25.11
H  -20.66  -13.48  -22.08
H  -20.94  -15.18  -21.87
H  -20.80  -14.24  -23.50
H  -18.78  -17.08  -22.29
H  -19.76  -16.58  -23.49
H  -17.39  -17.49  -24.28
H  -16.43  -15.04  -22.95
H  -15.35  -16.23  -23.78
H  -16.03  -16.75  -22.36
H  -16.95  -15.98  -25.65
H  -17.41  -14.80  -24.82
C  -31.78  -7.41  -13.48
O  -30.79  -7.90  -14.43
C  -30.30  -7.05  -15.45
C  -29.24  -7.90  -16.23
N  -28.59  -6.97  -17.21
C  -27.90  -7.71  -18.26
C  -27.69  -6.78  -19.41
O  -28.94  -6.30  -19.90
C  -28.96  -4.97  -20.39
H  -31.92  -8.16  -12.70
H  -32.73  -7.28  -13.99
H  -31.52  -6.43  -13.08
H  -29.87  -6.12  -15.06
H  -31.07  -6.94  -16.21
H  -29.51  -8.85  -16.69
H  -28.51  -8.17  -15.46
H  -29.24  -6.34  -17.67
H  -28.42  -8.62  -18.55
H  -26.94  -7.94  -17.81
H  -27.18  -7.27  -20.23
H  -27.06  -5.93  -19.14
H  -28.65  -4.41  -19.51
H  -29.98  -4.71  -20.69
H  -28.26  -4.88  -21.21
C  -23.18  -6.14  -16.45
O  -22.88  -5.52  -17.66
C  -22.76  -6.44  -18.73
C  -23.16  -5.75  -20.02
N  -24.59  -5.78  -20.12
C  -25.10  -5.54  -21.50
C  -24.92  -6.84  -22.33
O  -25.46  -6.55  -23.66
C  -25.15  -7.70  -24.56
H  -22.37  -6.83  -16.20
H  -24.13  -6.65  -16.32
H  -23.16  -5.32  -15.73
H  -23.44  -7.29  -18.59
H  -21.74  -6.81  -18.86
H  -22.67  -6.26  -20.84
H  -22.81  -4.72  -20.04
H  -25.13  -5.30  -19.42
H  -24.64  -4.67  -21.98
H  -26.14  -5.28  -21.30
H  -25.56  -7.57  -21.83
H  -23.90  -7.22  -22.40
H  -25.94  -8.45  -24.56
H  -24.26  -8.29  -24.36
H  -25.00  -7.45  -25.61
C  -23.42  -10.75  -21.67
C  -24.49  -11.21  -20.65
C  -25.64  -10.26  -20.23
O  -25.04  -12.46  -21.13
H  -22.51  -11.33  -21.49
H  -23.17  -9.69  -21.63
H  -23.86  -10.89  -22.66
H  -23.86  -11.29  -19.76
H  -25.26  -9.28  -20.51
H  -25.73  -10.18  -19.15
H  -26.60  -10.35  -20.75
H  -24.96  -12.42  -22.09
C  -23.05  -16.50  -23.94
C  -24.11  -15.45  -23.92
C  -25.27  -15.80  -22.99
O  -23.72  -14.27  -23.36
H  -22.20  -16.39  -24.62
H  -23.47  -17.42  -24.36
H  -22.68  -16.82  -22.97
H  -24.57  -15.22  -24.88
H  -24.91  -15.86  -21.97
H  -25.69  -16.77  -23.27
H  -26.05  -15.05  -22.97
H  -23.75  -14.49  -22.43
C  -23.90  -15.54  -17.29
C  -24.58  -14.90  -18.53
C  -25.55  -13.73  -18.23
O  -23.56  -14.40  -19.37
H  -23.60  -16.58  -17.48
H  -24.52  -15.62  -16.40
H  -23.04  -15.01  -16.90
H  -25.17  -15.68  -19.00
H  -26.13  -13.49  -19.12
H  -24.99  -12.84  -17.94
H  -26.36  -14.02  -17.56
H  -23.96  -13.69  -19.88
C  -29.03  -12.10  -18.85
C  -28.99  -12.39  -17.32
C  -30.34  -12.09  -16.60
O  -28.80  -13.79  -17.21
H  -29.99  -12.51  -19.18
H  -28.30  -12.68  -19.42
H  -28.88  -11.05  -19.09
H  -28.10  -11.87  -16.96
H  -30.46  -11.02  -16.74
H  -30.29  -12.15  -15.51
H  -31.25  -12.56  -16.98
H  -28.81  -14.12  -18.11
C  -19.65  -9.12  -22.66
C  -18.39  -9.33  -23.55
C  -18.76  -10.20  -24.74
O  -17.99  -8.11  -24.11
H  -19.99  -10.10  -22.32
H  -20.50  -8.58  -23.07
H  -19.47  -8.48  -21.79
H  -17.49  -9.70  -23.07
H  -18.57  -9.76  -25.72
H  -19.84  -10.36  -24.70
H  -18.33  -11.20  -24.79
H  -17.17  -7.89  -23.65
C  -29.30  -10.46  -22.46
C  -30.68  -9.72  -22.15
C  -31.75  -10.41  -21.41
O  -30.48  -8.37  -21.68
H  -29.05  -11.13  -21.64
H  -28.43  -9.81  -22.54
H  -29.32  -10.82  -23.49
H  -31.15  -9.66  -23.13
H  -32.52  -9.76  -21.00
H  -31.25  -10.83  -20.54
H  -32.24  -11.23  -21.93
H  -29.92  -8.33  -20.90
C  -21.43  -9.73  -16.94
C  -22.06  -11.16  -16.82
C  -21.49  -12.04  -17.80
O  -21.76  -11.60  -15.50
H  -21.81  -9.19  -16.08
H  -21.56  -9.16  -17.86
H  -20.35  -9.87  -16.90
H  -23.13  -11.18  -17.05
H  -20.47  -12.34  -17.56
H  -21.68  -11.64  -18.80
H  -22.13  -12.92  -17.81
H  -22.11  -12.49  -15.37

It turns out B is the most stable, with the second structure 2.5832 hartree higher.

A | Entry from the OMol25 dataset: a cluster of 2 separate species, C3H5ClN4 in total (the ωB97M-V functional and the def2-TZVPD basis).

Its HOMO-LUMO gap (spin up / spin down) is 8.24 / 7.65 eV. For the LUMO energy (spin up / spin down), the calculation gives -0.395 / -1.022 eV.

Cartesian coordinates (Å):
C  0.19  -0.64  0.85
C  0.62  1.72  0.32
C  -1.85  -0.57  -1.29
N  0.89  -1.74  0.88
N  2.17  -1.26  0.68
N  2.23  0.00  0.51
N  0.96  0.45  0.48
Cl  -1.23  -0.58  -2.83
H  -0.89  -0.57  1.00
H  1.43  2.44  0.33
H  -0.28  2.13  0.63
H  -1.39  -1.01  -0.44
H  -2.87  -0.37  -1.13

B | Entry from the OMol25 dataset: the molecule C3H5ClN4 (the ωB97M-V functional and the def2-TZVPD basis).

Its HOMO-LUMO gap is 8.88 eV. For the LUMO energy, the calculation gives 0.798 eV. As for the structure (SMILES): Nc1nc(Cl)c(N)[nH]1.

Cartesian coordinates (Å):
N  -0.30  0.75  2.44
C  0.09  0.40  1.15
N  1.29  0.56  0.65
C  1.15  0.15  -0.65
Cl  2.49  0.16  -1.75
C  -0.10  -0.28  -0.95
N  -0.74  -0.80  -2.08
N  -0.79  -0.11  0.25
H  0.46  1.16  2.93
H  -0.69  0.00  2.97
H  -0.28  -1.61  -2.44
H  -0.79  -0.14  -2.86
H  -1.78  -0.23  0.34

It turns out B is the most stable, with the second structure 0.2323 hartree higher.

A | Entry from the OMol25 dataset: the molecule CH3NOS (the ωB97M-V functional and the def2-TZVPD basis).

Its HOMO-LUMO gap is 9.52 eV. For the LUMO energy, the calculation gives 0.569 eV. As for the structure (SMILES): O=CNS.

Cartesian coordinates (Å):
O  -1.53  -0.82  0.01
C  -1.28  0.38  -0.01
N  -0.02  0.86  -0.04
S  1.34  -0.22  0.00
H  -2.03  1.15  0.04
H  0.21  1.80  0.17
H  0.41  -1.15  0.03

B | Entry from the OMol25 dataset: the molecule CH3NOS (the ωB97M-V functional and the def2-TZVPD basis).

Its HOMO-LUMO gap (spin up / spin down) is 7.73 / 7.60 eV. For the LUMO energy (spin up / spin down), the calculation gives -1.446 / -1.555 eV. As for the structure (SMILES): C[N+]([O-])=S.

Cartesian coordinates (Å):
C  -0.66  -0.17  0.04
N  0.69  0.47  -0.07
O  0.87  1.69  0.03
S  2.05  -0.81  0.01
H  -0.37  -1.25  0.24
H  -1.17  -0.20  -0.95
H  -1.41  0.27  0.70

C | Entry from the OMol25 dataset: a cluster of 2 separate species, CH3NOS in total (the ωB97M-V functional and the def2-TZVPD basis).

Its HOMO-LUMO gap (spin up / spin down) is 7.71 / 7.75 eV. For the LUMO energy (spin up / spin down), the calculation gives -1.376 / -1.364 eV. As for the structure (SMILES): C=N.O=S.

Cartesian coordinates (Å):
C  0.63  0.64  -0.17
N  -0.16  1.35  0.47
H  1.61  0.44  0.19
H  0.50  -0.03  -1.16
H  -1.06  1.66  -0.07
O  -0.61  -2.31  -0.28
S  -0.93  -1.76  1.02

D | Entry from the OMol25 dataset: a structure of composition CH3NOS (the ωB97M-V functional and the def2-TZVPD basis).

Its HOMO-LUMO gap is 9.64 eV. For the LUMO energy, the calculation gives 0.397 eV.

Cartesian coordinates (Å):
C  1.26  0.20  -0.27
N  -0.39  -0.66  -0.32
O  2.39  0.12  0.15
S  -1.76  0.40  -0.15
H  0.96  1.13  -0.81
H  -0.48  -1.57  0.09
H  -1.97  0.37  1.30

It turns out A is the most stable, with the second structure 0.0816 hartree higher.

A | Entry from the OMol25 dataset: a cluster of 2 separate species, C3H13N2O in total (the ωB97M-V functional and the def2-TZVPD basis).

Its HOMO-LUMO gap is 10.53 eV. Its charge is +1. For the LUMO energy, the calculation gives -3.077 eV.

Cartesian coordinates (Å):
N  -1.10  -0.94  0.14
C  0.21  -1.57  0.49
C  1.26  -1.03  -0.52
N  0.94  0.34  -0.91
C  1.54  1.43  -0.20
H  -0.84  0.02  -0.18
H  -1.61  -1.39  -0.62
H  -1.69  -0.89  0.96
H  0.57  -1.28  1.47
H  0.15  -2.65  0.40
H  2.27  -1.18  -0.13
H  1.29  -1.70  -1.38
H  1.18  0.40  -1.89
H  1.10  1.61  0.79
H  1.31  2.42  -0.66
H  2.62  1.54  -0.05
H  -2.43  2.10  1.39
H  -3.03  1.56  0.24
O  -2.26  1.38  0.78

B | Entry from the OMol25 dataset: a cluster of 2 separate species, C3H13N2O in total (the ωB97M-V functional and the def2-TZVPD basis).

Its HOMO-LUMO gap is 9.85 eV. Its charge is +1. For the LUMO energy, the calculation gives -3.155 eV.

Cartesian coordinates (Å):
N  -1.11  -1.17  -0.61
C  0.23  -1.73  -0.21
C  1.31  -0.65  -0.51
N  0.76  0.61  -0.03
C  1.14  1.16  1.26
H  -1.09  -0.12  -0.66
H  -1.48  -1.60  -1.45
H  -1.76  -1.47  0.08
H  0.28  -1.96  0.84
H  0.54  -2.59  -0.79
H  2.15  -0.89  0.14
H  1.58  -0.71  -1.56
H  0.87  1.23  -0.82
H  0.50  0.71  2.02
H  0.87  2.22  1.31
H  2.20  1.06  1.51
H  -2.15  2.40  -0.79
H  -2.77  1.83  0.46
O  -2.06  1.67  -0.18

It turns out A is the most stable, with the second structure 0.0056 hartree higher.

A | Entry from the OMol25 dataset: a structure of composition C3H13N2O (the ωB97M-V functional and the def2-TZVPD basis).

Its HOMO-LUMO gap is 5.59 eV. Its charge is +1. For the LUMO energy, the calculation gives -8.491 eV.

Cartesian coordinates (Å):
N  -1.57  -2.15  0.13
C  -0.18  0.67  -0.76
C  0.34  -0.67  -0.84
C  0.62  1.80  -0.51
N  2.06  1.48  -0.34
H  -2.44  -1.92  -0.43
H  -1.77  -2.68  0.89
H  -1.63  -0.33  3.02
H  -1.39  0.92  -0.90
H  1.23  -1.07  -0.36
H  -0.38  -1.40  -0.32
H  -0.07  -1.13  -1.82
H  0.17  2.72  -0.51
H  1.98  -0.48  -2.50
H  2.31  1.67  0.56
H  2.73  1.49  -1.01
H  -2.32  0.35  4.45
H  1.86  0.31  -2.61
O  -1.56  0.40  3.86

B | Entry from the OMol25 dataset: a cluster of 2 separate species, C3H13N2O in total (the ωB97M-V functional and the def2-TZVPD basis).

Its HOMO-LUMO gap is 10.63 eV. Its charge is +1. For the LUMO energy, the calculation gives -3.070 eV.

Cartesian coordinates (Å):
C  1.56  -1.58  0.42
C  1.55  -0.17  -0.16
C  0.33  0.50  -0.81
N  -0.81  0.58  0.13
N  0.21  -1.98  0.96
H  1.76  -2.39  -0.28
H  2.24  -1.67  1.23
H  2.47  0.07  -0.67
H  1.69  0.47  0.72
H  0.06  0.15  -1.80
H  0.73  1.47  -0.98
H  -0.65  -0.36  0.71
H  -0.68  1.41  0.69
H  -1.72  0.73  -0.34
H  -0.34  -2.51  0.32
H  0.24  -2.31  1.93
H  -3.53  2.45  -1.12
H  -2.48  2.91  -0.13
O  -2.63  2.25  -0.83

It turns out B is the most stable, with the second structure 0.3631 hartree higher.